Formula: C16H45HfI2OP2Si4
Source: OMol25
Level of theory: wB97M-V/def2-TZVPD

Each line ends with the Löwdin charge.
CARTESIAN COORDINATES (ANGSTROEM)
I 0.829 -0.093 -7.731  0.17
I -1.683 -0.733 -6.900  0.10
Hf -0.913 -0.215 -1.457  1.13
P 0.144 -2.494 -2.167  0.75
C 0.178 -2.952 -3.940  -0.23
C 1.795 -3.078 -1.591  -0.20
H 1.764 -4.171 -1.477  0.08
H -0.283 -4.764 -1.456  0.08
H 2.083 -2.636 -0.622  0.02
H -1.153 -3.588 -0.411  0.03
H 0.902 -2.336 -4.483  0.05
H 2.557 -2.832 -2.343  0.07
C -0.863 -3.834 -1.443  -0.23
H 0.414 -4.020 -4.075  0.10
H -1.765 -3.955 -2.053  0.07
H -0.803 -2.733 -4.373  0.02
P -1.186 2.290 -2.289  0.77
C -1.157 2.520 -4.107  -0.24
C -2.828 2.997 -1.878  -0.22
H 0.099 3.709 -0.678  0.02
H -0.656 4.649 -1.995  0.08
H 0.819 3.699 -2.314  0.07
C -0.127 3.714 -1.757  -0.21
H -3.102 2.772 -0.837  0.03
H -2.818 4.082 -2.026  0.08
H -1.410 3.553 -4.388  0.09
H -1.876 1.830 -4.559  0.03
H -3.573 2.551 -2.547  0.07
H -0.174 2.259 -4.507  0.04
C 0.223 0.037 -3.217  -0.27
O 0.683 0.117 -4.288  0.05
C -1.003 3.123 1.712  -0.20
Si -1.293 1.310 2.096  0.33
C -1.313 1.266 3.998  -0.16
C -3.009 0.784 1.512  -0.21
Si 0.178 -0.069 0.927  0.32
Si 2.295 0.786 1.339  0.36
C 2.476 1.650 3.022  -0.16
C 3.465 -0.691 1.212  -0.20
C 2.621 2.001 -0.059  -0.22
Si 0.063 -1.853 2.407  0.34
C 0.792 -1.630 4.138  -0.16
C -1.768 -2.260 2.589  -0.21
C 0.933 -3.392 1.765  -0.20
H -1.404 3.377 0.724  0.00
H -1.568 3.697 2.466  0.06
H 0.048 3.438 1.764  0.04
H -2.003 2.076 4.271  0.06
H -1.714 0.327 4.395  0.03
H -0.338 1.473 4.461  0.04
H -3.123 0.749 0.414  -0.01
H -3.290 -0.202 1.898  0.02
H -3.715 1.536 1.899  0.07
H 2.385 0.959 3.871  0.03
H 3.477 2.108 3.073  0.06
H 1.738 2.452 3.149  0.03
H 3.544 -1.034 0.170  0.03
H 4.469 -0.381 1.542  0.06
H 3.159 -1.538 1.838  0.01
H 2.238 1.620 -1.017  0.00
H 2.149 2.972 0.137  0.03
H 3.704 2.176 -0.179  0.06
H 0.262 -0.883 4.740  0.03
H 0.673 -2.615 4.617  0.07
H 1.863 -1.386 4.117  0.04
H -2.316 -2.185 1.638  0.02
H -1.834 -3.301 2.946  0.06
H -2.262 -1.614 3.326  0.03
H 0.474 -3.779 0.848  0.00
H 2.005 -3.256 1.591  0.03
H 0.818 -4.154 2.552  0.07

The electronic energy is -3194.94218 a.u. The net charge is +3. As for the LUMO energy (alpha / beta): -12.21 / -12.22 eV. The value obtained for the strongest force on any atom is 7.95 eV/Å.


Formula: CBr3O2S
Source: OMol25
Level of theory: wB97M-V/def2-TZVPD

Each line ends with the natural charge from an NBO analysis.
CARTESIAN COORDINATES (ANGSTROEM)
C -1.544 0.060 0.570  -0.54
O 2.465 -0.638 0.927  -0.92
O 2.281 0.343 -1.221  -0.92
S 1.712 0.241 0.109  1.66
Br -0.323 -1.322 -0.547  -0.16
Br -1.242 1.833 -0.130  -0.06
Br -3.350 -0.517 0.293  -0.05

The electronic energy is -8308.81748 a.u. The net charge is -1. As for the LUMO energy (alpha / beta): 3.19 / 3.19 eV. The value obtained for the strongest force on any atom is 2.11 eV/Å.


Formula: C3H9N2OS
Source: OMol25
Level of theory: wB97M-V/def2-TZVPD

Each line ends with the natural charge from an NBO analysis.
CARTESIAN COORDINATES (ANGSTROEM)
C 0.784 -1.604 -0.196  0.00
C 1.420 0.547 -1.133  -0.47
C -1.299 0.845 1.373  -0.82
N -2.077 -1.394 -0.216  -0.52
N 0.492 -0.419 -0.492  -0.43
O -1.489 1.100 -1.310  -0.85
S -1.380 0.103 -0.281  1.66
H -0.152 -2.177 -0.037  0.25
H 1.767 -1.903 -0.611  0.22
H 0.767 1.153 -1.908  0.28
H 2.209 -0.086 -1.636  0.23
H 1.787 1.267 -0.284  0.25
H -0.398 1.493 1.524  0.28
H -2.147 1.499 1.502  0.27
H -1.357 0.109 2.164  0.27
H -3.010 -1.477 -0.680  0.38

Its spin multiplicity is 3. The electronic energy is -702.10179 a.u. Its expectation value of S² is 2.0079. The net charge is +1. As for the LUMO energy (alpha / beta): -4.30 / -7.88 eV. The value obtained for the strongest force on any atom is 4.05 eV/Å.


Formula: C25H29FN4O7
Source: OMol25
Level of theory: wB97M-V/def2-TZVPD

Each line ends with the natural charge from an NBO analysis.
CARTESIAN COORDINATES (ANGSTROEM)
C -1.833 -1.288 3.185  -0.25
O -1.809 0.117 3.101  -0.53
C -0.541 0.695 3.255  -0.06
C 0.428 0.347 2.108  -0.26
N 1.496 1.310 1.989  -0.61
C 1.588 2.178 0.966  0.72
O 0.730 2.251 0.100  -0.70
C 2.812 3.071 0.978  -0.51
C 4.124 2.287 0.877  -0.40
C 4.298 1.615 -0.486  -0.23
N 3.157 0.784 -0.852  -0.48
C 2.947 -0.367 -0.113  0.69
O 3.683 -0.655 0.815  -0.63
C 1.804 -1.160 -0.529  -0.25
C 1.518 -2.350 0.157  -0.24
C 0.424 -3.113 -0.172  0.22
O 0.044 -4.261 0.445  -0.48
C 0.853 -4.749 1.488  -0.25
C -0.406 -2.689 -1.248  0.40
O -1.462 -3.480 -1.511  -0.48
C -2.361 -3.101 -2.531  -0.26
C -0.101 -1.533 -1.943  -0.40
C 0.990 -0.738 -1.579  0.30
N 1.274 0.452 -2.222  -0.44
C 0.440 0.924 -3.313  -0.33
C -1.056 1.004 -2.985  0.68
O -1.882 0.655 -3.805  -0.63
N -1.316 1.469 -1.746  -0.65
C -2.545 1.513 -1.082  0.21
C -3.736 1.069 -1.653  -0.25
C -4.907 1.095 -0.918  -0.27
C -4.880 1.564 0.381  0.37
F -6.026 1.580 1.099  -0.33
C -3.712 2.021 0.966  -0.25
C -2.548 1.997 0.226  -0.25
C 2.359 1.234 -1.892  0.83
O 2.615 2.254 -2.493  -0.64
H -1.359 -1.759 2.317  0.17
H -1.339 -1.638 4.100  0.16
H -2.883 -1.571 3.212  0.20
H -0.719 1.774 3.258  0.19
H -0.098 0.406 4.222  0.16
H 0.859 -0.647 2.253  0.21
H -0.134 0.358 1.170  0.24
H 2.239 1.264 2.667  0.40
H 2.805 3.654 1.902  0.23
H 2.726 3.755 0.132  0.24
H 4.961 2.973 1.018  0.22
H 4.178 1.524 1.654  0.22
H 4.404 2.364 -1.272  0.25
H 5.184 0.974 -0.459  0.22
H 2.197 -2.627 0.947  0.25
H 0.894 -4.048 2.328  0.17
H 1.870 -4.959 1.143  0.18
H 0.383 -5.675 1.815  0.20
H -1.878 -3.099 -3.513  0.18
H -3.147 -3.854 -2.519  0.20
H -2.796 -2.116 -2.339  0.19
H -0.718 -1.252 -2.775  0.25
H 0.556 0.280 -4.190  0.23
H 0.803 1.925 -3.570  0.28
H -0.531 1.795 -1.185  0.45
H -3.743 0.712 -2.669  0.25
H -5.836 0.754 -1.347  0.23
H -3.721 2.377 1.983  0.23
H -1.626 2.354 0.656  0.23

The electronic energy is -1815.72088 a.u. The net charge is 0. As for the LUMO energy: 0.37 eV. Its SMILES is COCCNC(=O)CCCn1c(=O)c2cc(OC)c(OC)cc2n(CC(=O)Nc2ccc(F)cc2)c1=O. The value obtained for the strongest force on any atom is 0.94 eV/Å.


Formula: C12H19ClF6N3O4S
Source: OMol25
Level of theory: wB97M-V/def2-TZVPD

Each line ends with the natural charge from an NBO analysis.
CARTESIAN COORDINATES (ANGSTROEM)
N -0.311 -2.004 2.244  -0.69
C -0.297 -0.985 1.416  0.76
N -0.001 0.353 1.866  -0.66
C 1.193 0.855 1.099  -0.28
C 1.882 -0.221 0.162  -0.17
S 3.209 -1.106 1.102  0.02
Cl 2.767 0.742 -1.130  0.03
C 0.874 -1.171 -0.594  -0.28
N -0.527 -1.129 -0.002  -0.59
H -0.133 -2.947 1.899  0.45
H -0.428 -1.839 3.243  0.45
H -0.790 0.929 1.539  0.42
H 0.918 1.762 0.505  0.25
H 1.970 1.149 1.862  0.25
H 2.662 -1.610 2.263  0.13
H 1.209 -2.244 -0.464  0.22
H 0.827 -1.009 -1.700  0.28
H -1.017 -2.011 -0.185  0.40
C 1.129 -3.356 -6.067  -0.64
C -0.345 -3.233 -5.738  -0.08
O -0.728 -4.199 -4.740  -0.46
C -0.474 -3.867 -3.478  0.70
O 0.042 -2.842 -3.127  -0.58
C -0.973 -4.954 -2.532  0.90
F -0.651 -6.179 -2.951  -0.29
F -2.307 -4.922 -2.410  -0.30
F -0.467 -4.821 -1.295  -0.33
H 1.371 -4.378 -6.363  0.22
H 1.398 -2.679 -6.879  0.23
H 1.748 -3.118 -5.200  0.22
H -0.940 -3.451 -6.624  0.21
H -0.604 -2.222 -5.417  0.20
C 0.454 3.554 4.455  -0.64
C -0.862 3.383 3.723  -0.07
O -1.559 4.631 3.632  -0.47
C -1.168 5.438 2.637  0.69
O -0.301 5.178 1.854  -0.54
C -2.016 6.706 2.618  0.90
F -2.182 7.221 3.842  -0.30
F -3.240 6.468 2.126  -0.31
F -1.474 7.664 1.866  -0.29
H 0.291 4.012 5.432  0.23
H 0.946 2.590 4.594  0.21
H 1.128 4.211 3.903  0.23
H -1.507 2.705 4.283  0.20
H -0.717 2.948 2.732  0.17

The electronic energy is -2391.20525 a.u. The net charge is +1. As for the LUMO energy: -4.63 eV. The value obtained for the strongest force on any atom is 3.42 eV/Å.


Q: What is the strongest force on any atom in the third record?
A: 4.05 eV/Å


Q: What is the strongest force on any atom in the second record?
A: 2.11 eV/Å


Q: Among the records above, which one has the lowest electronic energy?
A: CBr3O2S